Record 1
Density functional theory data (the ωB97M-V functional and the def2-TZVPD basis) for a single C25H34N4O5 molecule in a non-equilibrium geometry.

Atoms and positions in Å:
1 C -0.710 -3.525 2.318
2 C -0.142 -4.226 1.088
3 C -0.905 -3.972 -0.223
4 C -0.261 -4.794 -1.346
5 C -2.386 -4.342 -0.103
6 N -0.779 -2.552 -0.540
7 C -1.298 -1.951 -1.615
8 O -1.910 -2.502 -2.511
9 C -1.100 -0.417 -1.661
10 C 0.314 0.093 -1.493
11 C 1.426 -0.733 -1.480
12 C 2.704 -0.213 -1.356
13 C 2.896 1.160 -1.279
14 O 4.107 1.778 -1.168
15 C 5.246 0.976 -0.963
16 C 1.783 1.998 -1.333
17 C 0.516 1.470 -1.423
18 N -2.019 0.228 -0.709
19 C -1.756 0.161 0.607
20 O -0.731 -0.349 1.047
21 C -2.781 0.706 1.590
22 C -2.440 2.125 2.101
23 C -1.096 2.662 1.622
24 O -1.016 3.587 0.843
25 N -0.023 2.054 2.198
26 C 1.294 2.385 1.961
27 C 1.828 3.585 1.424
28 C 3.177 3.380 1.467
29 C 4.323 4.211 1.030
30 O 3.425 2.169 1.992
31 N 2.254 1.557 2.301
32 C -3.241 0.764 -1.234
33 C -3.551 2.228 -1.096
34 C -3.215 1.660 -2.438
35 H -1.701 -3.901 2.560
36 H -0.062 -3.709 3.171
37 H -0.768 -2.450 2.168
38 H 0.892 -3.901 0.945
39 H -0.127 -5.303 1.266
40 H 0.801 -4.570 -1.420
41 H -0.737 -4.554 -2.292
42 H -0.381 -5.856 -1.151
43 H -2.863 -4.231 -1.073
44 H -2.889 -3.687 0.604
45 H -2.492 -5.372 0.228
46 H -0.355 -1.951 0.158
47 H -1.448 -0.129 -2.660
48 H 1.311 -1.801 -1.574
49 H 3.540 -0.893 -1.330
50 H 5.144 0.368 -0.059
51 H 6.079 1.667 -0.840
52 H 5.443 0.328 -1.823
53 H 1.933 3.065 -1.297
54 H -0.327 2.144 -1.432
55 H -3.778 0.697 1.157
56 H -2.769 0.009 2.432
57 H -2.435 2.134 3.192
58 H -3.197 2.832 1.760
59 H -0.144 1.140 2.618
60 H 1.282 4.430 1.068
61 H 4.048 5.262 1.045
62 H 5.176 4.040 1.681
63 H 4.601 3.933 0.014
64 H -4.072 0.064 -1.178
65 H -2.809 2.858 -0.632
66 H -4.571 2.516 -0.888
67 H -2.262 1.929 -2.866
68 H -3.998 1.534 -3.169

As for the SMILES: CCC(C)(C)NC(=O)[C@H](c1ccc(OC)cc1)N(C(=O)CCC(=O)Nc1cc(C)on1)C1CC1. As for the HOMO energy: -8.24 eV. Its energy above the lowest of the compared OMol25 structures with the same formula, charge and spin is 3.391 eV. The spin multiplicity is 1. The molecular weight comes out at 470.57 g/mol.

=====

Record 2
Density functional theory data (the ωB97M-V functional and the def2-TZVPD basis) for a single C23H32N4O2 molecule.

Atoms and positions in Å:
1 C -2.409 -4.821 0.954
2 C -1.067 -4.139 1.169
3 O -0.554 -3.796 -0.102
4 C 0.629 -3.134 -0.182
5 C 1.408 -2.744 0.901
6 C 2.601 -2.068 0.697
7 C 3.031 -1.748 -0.586
8 N 4.226 -1.054 -0.817
9 C 4.632 0.164 -0.303
10 O 5.608 0.723 -0.759
11 N 3.894 0.649 0.734
12 C 3.996 2.046 1.093
13 C 3.284 2.989 0.098
14 N 1.855 2.846 -0.065
15 C 1.069 2.985 1.140
16 C -0.393 3.220 0.754
17 N -0.846 2.074 -0.004
18 C -2.237 1.877 -0.138
19 C -3.142 2.934 -0.083
20 C -4.498 2.701 -0.208
21 C -4.962 1.414 -0.402
22 C -4.080 0.343 -0.439
23 C -4.607 -1.050 -0.620
24 C -2.712 0.566 -0.288
25 C -1.762 -0.594 -0.243
26 C -0.069 1.953 -1.224
27 C 1.394 1.721 -0.849
28 C 2.257 -2.164 -1.671
29 C 1.079 -2.845 -1.473
30 H -3.086 -4.152 0.429
31 H -2.277 -5.716 0.353
32 H -2.845 -5.094 1.911
33 H -1.195 -3.236 1.783
34 H -0.374 -4.818 1.686
35 H 1.110 -2.972 1.912
36 H 3.216 -1.816 1.548
37 H 4.709 -1.282 -1.675
38 H 3.002 0.210 0.904
39 H 5.057 2.303 1.101
40 H 3.590 2.168 2.099
41 H 3.745 2.857 -0.884
42 H 3.472 4.017 0.426
43 H 1.442 3.840 1.708
44 H 1.119 2.085 1.780
45 H -1.004 3.317 1.653
46 H -0.448 4.156 0.173
47 H -2.784 3.944 0.046
48 H -5.191 3.528 -0.169
49 H -6.022 1.236 -0.517
50 H -5.666 -1.029 -0.866
51 H -4.484 -1.628 0.297
52 H -4.074 -1.567 -1.416
53 H -1.587 -1.008 -1.236
54 H -2.173 -1.389 0.375
55 H -0.809 -0.282 0.175
56 H -0.442 1.118 -1.816
57 H -0.142 2.873 -1.828
58 H 2.004 1.639 -1.750
59 H 1.444 0.762 -0.302
60 H 2.592 -1.946 -2.675
61 H 0.478 -3.168 -2.308

As for the SMILES: CCOc1ccc(NC(=O)NCCN2CCN(c3cccc(C)c3C)CC2)cc1. As for the HOMO energy: -8.03 eV. Its energy above the lowest of the compared OMol25 structures with the same formula, charge and spin is 1.730 eV. The spin multiplicity is 1. The molecular weight comes out at 396.53 g/mol.

=====

Record 3
Density functional theory data (the ωB97M-V functional and the def2-TZVPD basis) for a molecular structure, C24H19AlBeBr2ClCsF11I3N3O12S2 in a non-equilibrium geometry.

Atoms and positions in Å:
1 C -0.525 2.431 3.635
2 C 0.742 1.487 4.124
3 O 0.749 0.136 3.506
4 C 2.099 -0.250 3.076
5 C 2.439 -1.829 3.045
6 O 1.763 -2.692 2.109
7 C 0.878 -2.043 1.153
8 C 1.617 -1.235 -0.112
9 N 3.156 -1.191 -0.191
10 C 3.515 -2.050 -1.218
11 O 4.129 -2.777 -2.180
12 C 0.782 -0.452 -1.276
13 C -0.837 -0.580 -1.084
14 C -1.662 -1.388 0.085
15 C -3.294 -1.376 -0.026
16 C -3.870 -1.996 -1.468
17 O -5.162 -1.748 -1.808
18 I -2.703 -3.187 -2.882
19 C -0.786 -2.157 1.285
20 C -1.585 -2.985 2.444
21 I -0.793 -2.834 4.471
22 C -1.640 -4.620 2.093
23 C -0.143 -5.272 1.853
24 I -3.106 -5.132 0.542
25 C -1.311 0.312 -2.372
26 O -2.486 0.483 -2.981
27 N -0.106 1.082 -2.952
28 S -0.286 2.794 -2.668
29 O -0.773 3.410 -4.038
30 O -1.481 3.049 -1.678
31 C 1.284 3.707 -2.223
32 F 2.397 3.443 -3.211
33 F 0.975 5.175 -2.401
34 C 1.780 3.540 -0.671
35 F 2.507 2.283 -0.372
36 F 0.655 3.609 0.334
37 C 2.814 4.772 -0.211
38 F 3.803 5.126 -1.254
39 F 2.075 6.013 0.193
40 C 3.711 4.354 1.138
41 F 2.882 3.809 2.242
42 F 4.272 5.664 1.638
43 F 4.902 3.521 0.801
44 C 1.210 0.428 -2.586
45 O 2.422 0.457 -3.145
46 H -0.946 3.007 4.569
47 H -1.293 1.718 3.115
48 H -0.086 3.268 2.912
49 H 1.720 2.117 3.873
50 H 0.754 1.318 5.298
51 H 2.844 0.250 3.865
52 H 2.311 0.346 2.066
53 H 3.613 -1.941 2.860
54 H 2.267 -2.270 4.140
55 H -3.866 -1.960 0.808
56 H -3.628 -0.230 -0.043
57 H -2.735 -2.671 2.521
58 H -2.045 -5.118 3.099
59 H 0.598 -4.945 2.729
60 H 0.301 -5.082 0.786
61 H -0.271 -6.450 2.000
62 Be 1.414 -7.140 2.545
63 Br -1.677 -5.791 -2.429
64 Br 1.529 -4.049 0.123
65 Al -4.302 0.842 -3.267
66 Cl -1.093 -1.298 7.005
67 C -7.266 4.610 -4.821
68 C -6.983 3.197 -4.519
69 N -6.759 2.081 -4.281
70 H -7.016 4.861 -5.857
71 H -8.325 4.850 -4.676
72 H -6.691 5.284 -4.177
73 F -3.899 -7.854 0.871
74 O 5.718 -1.906 -1.865
75 S 7.118 -1.445 -1.866
76 O 7.527 -1.111 -0.490
77 O 7.241 -0.249 -2.719
78 O 7.987 -2.514 -2.391
79 Cs -6.807 -0.570 -4.230
80 F -4.268 3.557 -2.310

As for the HOMO energy: -5.61 eV. As for the charge: -1. The spin multiplicity is 1. The molecular weight comes out at 1559.41 g/mol.

=====

Record 4
Density functional theory data (the ωB97M-V functional and the def2-TZVPD basis) for a molecular structure, C53H51KN6O2SSiTe in a non-equilibrium geometry.

Atoms and positions in Å:
1 K 0.359 -0.544 -0.800
2 N -0.003 -3.565 -0.093
3 C -0.455 -4.250 1.112
4 C -0.856 -3.256 2.198
5 C 0.345 -2.591 2.860
6 C -0.044 -1.434 3.772
7 N -0.276 -0.229 3.000
8 H 0.090 -4.206 -0.871
9 H 0.932 -3.144 0.014
10 H 0.303 -4.934 1.534
11 H -1.317 -4.870 0.849
12 H -1.445 -3.765 2.972
13 H -1.513 -2.501 1.750
14 H 1.042 -2.212 2.103
15 H 0.893 -3.351 3.431
16 H 0.774 -1.234 4.472
17 H -0.908 -1.746 4.388
18 H -0.532 0.568 3.571
19 H -1.009 -0.331 2.303
20 S -3.225 -1.720 -8.222
21 N -3.792 -2.151 -6.772
22 C -2.873 -1.811 -5.889
23 C -2.958 -2.020 -4.456
24 C -4.064 -2.585 -3.817
25 C -4.030 -2.733 -2.448
26 C -2.890 -2.315 -1.754
27 N -1.844 -1.769 -2.347
28 C -1.871 -1.618 -3.670
29 C -0.696 -0.950 -4.279
30 N 0.251 -0.540 -3.437
31 C 1.304 0.094 -3.922
32 C 1.478 0.341 -5.286
33 C 0.505 -0.080 -6.166
34 C -0.617 -0.738 -5.659
35 C -1.724 -1.192 -6.479
36 N -1.805 -1.081 -7.791
37 H -4.925 -2.886 -4.400
38 H -4.869 -3.139 -1.898
39 H -2.830 -2.401 -0.674
40 H 2.038 0.429 -3.195
41 H 2.361 0.862 -5.629
42 H 0.586 0.094 -7.231
43 O 0.705 1.734 -0.465
44 O 1.408 2.822 0.283
45 C -4.505 3.431 -3.245
46 C -4.234 2.085 -3.463
47 C -3.785 1.292 -2.416
48 C -3.608 1.786 -1.115
49 C -3.890 3.142 -0.930
50 C -4.326 3.954 -1.972
51 Si -2.930 0.588 0.251
52 C -4.580 -0.378 0.636
53 C -5.711 -0.454 -0.184
54 C -6.758 -1.337 0.071
55 C -6.719 -2.178 1.174
56 C -5.616 -2.113 2.022
57 C -4.578 -1.238 1.746
58 C -2.830 1.784 1.760
59 C -1.639 2.525 1.859
60 C -1.396 3.368 2.936
61 C -2.332 3.481 3.961
62 C -3.514 2.757 3.885
63 C -3.757 1.928 2.794
64 H -4.840 4.064 -4.059
65 H -4.361 1.655 -4.452
66 H -3.562 0.247 -2.613
67 H -3.762 3.577 0.056
68 H -4.524 5.005 -1.785
69 H -5.784 0.196 -1.051
70 H -7.611 -1.361 -0.600
71 H -7.530 -2.869 1.374
72 H -5.561 -2.754 2.897
73 H -3.721 -1.220 2.416
74 H -0.874 2.423 1.088
75 H -0.462 3.919 2.977
76 H -2.137 4.124 4.812
77 H -4.253 2.838 4.677
78 H -4.690 1.374 2.752
79 C 6.123 4.811 4.957
80 C 5.298 4.020 3.975
81 C 4.948 4.554 2.741
82 C 4.204 3.830 1.813
83 C 3.877 4.458 0.487
84 C 3.774 2.532 2.125
85 Te 2.628 1.363 0.703
86 C 4.107 1.987 3.375
87 C 3.675 0.605 3.797
88 C 4.871 2.735 4.273
89 H 6.171 5.862 4.666
90 H 7.148 4.436 5.016
91 H 5.700 4.761 5.963
92 H 5.263 5.564 2.490
93 H 4.307 5.460 0.418
94 H 2.800 4.509 0.321
95 H 4.273 3.845 -0.329
96 H 2.701 0.343 3.378
97 H 3.621 0.541 4.888
98 H 4.386 -0.154 3.457
99 H 5.116 2.302 5.240
100 C 6.891 -2.024 0.441
101 C 5.838 -1.653 1.306
102 C 4.543 -1.751 0.878
103 C 4.203 -2.209 -0.426
104 C 2.817 -2.260 -0.814
105 C 2.628 -2.744 -2.096
106 C 3.668 -3.137 -2.978
107 C 4.974 -3.057 -2.583
108 C 5.275 -2.586 -1.280
109 C 6.612 -2.481 -0.817
110 H 7.921 -1.943 0.773
111 H 6.060 -1.284 2.302
112 H 3.712 -1.476 1.520
113 H 1.612 -2.836 -2.494
114 H 3.426 -3.499 -3.975
115 H 5.785 -3.346 -3.246
116 H 7.417 -2.767 -1.489

As for the HOMO energy: -1.29 eV. Its energy above the lowest of the compared OMol25 structures with the same formula, charge and spin is 4.140 eV. As for the charge: -2. The spin multiplicity is 1. The molecular weight comes out at 1030.88 g/mol.

=====

Number 1: E -1568.2588 Eh. Number 2: E -1265.1586 Eh. Number 3: E -10665.0866 Eh. Number 4: E -4084.8340 Eh.